A cluster of 3 separate species, C36H76Br2ClIN4O12P3 in total in a non-equilibrium geometry. Source: the Open Molecules 2025 dataset; level of theory: ωB97M-V with the def2-TZVPD basis set.

```
! wB97M-V def2-TZVPD RIJCOSX def2/J DEFGRID3
* xyz 1 1
I 0.37 -0.75 0.31
Br 3.43 1.12 -3.68
Br 4.93 -0.55 -5.49
Cl 6.02 -3.13 1.45
P -3.72 8.28 1.85
P -1.69 -6.49 4.32
P 5.04 -1.92 0.03
O -0.29 -7.07 3.61
O -2.41 7.85 2.47
O 1.29 -2.66 2.99
O -2.36 -6.14 2.86
O -5.32 8.53 1.50
O 5.73 -0.43 0.25
O -2.20 -8.04 4.55
O 0.61 1.33 -7.92
O -2.68 -5.83 5.24
O -3.49 9.90 1.99
O -1.89 2.08 1.56
O -3.35 8.05 0.25
N 3.23 -1.81 0.46
N 2.40 -2.67 -2.23
N -0.46 -0.60 -7.24
N 2.94 -1.54 1.82
C -5.89 9.78 1.10
C -1.26 10.79 2.23
C 4.41 -1.62 -3.89
C -0.84 -4.48 1.94
C -2.57 10.46 2.92
C 3.31 -3.67 3.42
C 2.46 -0.84 -0.45
C -4.67 6.09 -0.34
C -2.25 -4.80 2.38
C 0.45 2.91 1.79
C 0.49 0.14 -7.96
C -3.29 6.71 -0.24
C 3.08 -3.61 -1.38
C -5.43 10.26 -0.26
C 2.45 1.53 0.86
C 3.88 -0.77 2.64
C -2.34 2.00 2.91
C -0.12 -8.40 3.09
C 2.42 -2.59 2.71
C 2.86 0.66 -0.37
C -2.61 0.48 3.20
C 1.06 -0.95 -4.27
C 1.35 2.61 0.53
C -2.98 -8.43 5.68
C 3.72 -0.65 -2.81
C 1.42 -0.66 -8.92
C -0.22 -2.05 -7.22
C -1.00 -8.72 1.90
C 5.81 -2.12 -3.36
C -4.45 -8.45 5.33
C 2.82 -3.23 0.13
C 2.47 -1.23 -2.03
C 0.42 0.31 -5.00
C -0.78 -0.03 -5.93
C 1.09 -0.80 -2.70
C -1.03 3.19 1.33
H -5.06 -8.69 6.20
H -5.58 9.49 -1.01
H -2.90 0.05 2.22
H 2.10 -1.34 -8.37
H 0.48 2.09 2.53
H 1.86 3.57 0.29
H -5.12 5.96 0.65
H 0.84 -1.31 -9.61
H -1.45 4.09 1.82
H -2.93 -4.71 1.53
H -1.42 11.55 1.46
H 3.79 -2.41 -4.31
H -1.48 -0.66 -5.35
H 3.45 -3.98 0.64
H -1.31 0.93 -6.12
H -4.62 5.11 -0.82
H -2.42 9.81 3.78
H -0.15 -4.48 2.79
H -4.65 -9.20 4.56
H 6.35 -2.52 -4.23
H -0.24 -9.13 3.89
H 4.13 -3.90 -1.60
H 4.57 -0.36 -2.16
H 0.06 1.04 -4.25
H 0.92 -8.46 2.78
H 0.43 -1.81 -4.60
H -5.35 6.73 -0.91
H 0.80 0.23 -2.47
H -1.63 2.45 3.63
H -0.47 -5.23 1.23
H -1.67 0.00 3.53
H 3.33 2.13 1.15
H 0.34 -1.55 -2.40
H 0.81 -2.29 -6.87
H -4.78 -7.49 4.93
H 0.70 2.28 -0.30
H -2.59 -4.10 3.15
H 3.90 0.92 -0.64
H 2.04 -1.10 -4.75
H -4.37 10.52 -0.26
H -2.84 6.75 -1.23
H 5.72 -2.82 -2.52
H 4.29 0.15 2.20
H 2.72 -4.20 4.18
H -2.66 -9.44 5.95
H 0.81 3.84 2.28
H -2.05 -8.74 2.16
H 4.72 -1.33 3.10
H -3.33 2.50 2.96
H 2.26 1.12 -1.18
H 2.13 1.01 1.78
H -0.53 11.16 2.94
H 1.25 0.84 -5.52
H 3.29 -0.41 3.52
H -0.73 -9.70 1.50
H 6.69 -0.56 0.16
H -2.78 -7.79 6.54
H -0.44 -2.56 -8.18
H -0.80 -3.49 1.47
H -3.02 11.38 3.30
H -0.88 -2.51 -6.45
H 2.52 -4.58 -1.46
H -3.44 0.33 3.91
H 3.69 -4.43 2.73
H -0.84 9.92 1.73
H 2.01 0.02 -9.55
H 1.73 -3.40 0.23
H -0.87 -7.97 1.12
H -6.97 9.61 1.05
H -5.98 11.16 -0.55
H -5.75 10.54 1.87
H -1.03 3.37 0.23
H -2.64 6.11 0.41
H 6.34 -1.20 -3.07
H 4.17 -3.23 3.95
H 2.16 -3.02 -3.14
*
```

**LUMO level**: -3.6565 eV
**Kohn-Sham gap**: 7.3202 eV
**E_tot**: -9468.78324 a.u.
**HOMO level**: -10.98 eV

A structure of composition C36H76ClNO11Si2 in a non-equilibrium geometry. Source: the Open Molecules 2025 dataset; level of theory: ωB97M-V with the def2-TZVPD basis set.

```
! wB97M-V def2-TZVPD RIJCOSX def2/J DEFGRID3
* xyz 0 1
Cl -4.62 -0.88 -3.46
Si -0.85 -3.50 -2.39
Si -3.46 -2.60 -3.20
O 2.06 2.78 2.85
O -0.60 -0.50 5.35
O 3.44 1.13 -1.13
O -1.82 -2.27 -3.10
O -4.52 0.57 5.82
O 0.56 -1.85 -0.65
O -3.96 -2.81 0.17
O -4.08 -3.43 -1.83
O -7.72 -6.98 0.29
O 5.89 5.32 7.91
O 2.79 1.23 7.86
N -4.56 -2.60 -0.82
C -1.41 0.09 7.49
C -3.77 1.24 3.68
C -3.26 1.44 -9.40
C 2.31 3.32 0.56
C -2.71 0.65 -10.64
C -6.40 -6.24 2.12
C -2.56 1.06 -8.06
C 0.55 -0.06 2.43
C -0.45 -0.58 6.55
C 0.20 -2.39 -5.44
C 4.11 0.45 -1.87
C 0.41 -1.51 1.84
C 0.59 -4.08 -3.47
C 1.20 -3.00 -4.41
C 1.87 3.59 1.97
C 1.20 4.91 2.26
C 7.27 6.13 9.66
C 0.32 -1.10 -7.70
C 7.00 7.36 7.41
C -6.12 1.80 4.57
C -6.53 -4.96 -0.11
C 3.51 3.50 7.89
C 6.65 6.19 8.29
C 0.93 -2.23 -6.81
C -2.09 -0.75 -10.34
C 3.58 -0.05 -3.19
C 3.14 2.18 5.71
C 0.70 -1.35 7.15
C -6.96 -6.14 0.72
C -0.02 -1.73 -9.09
C 5.52 0.06 -1.50
C -4.77 1.15 4.79
C -0.54 -0.69 -10.13
C 3.12 2.21 7.21
C 1.28 -1.72 0.56
C -0.32 -2.97 -0.64
H 1.39 -4.40 -2.78
H -2.59 -1.25 -9.50
H -5.31 -6.31 2.08
H 2.45 2.92 5.31
H -1.47 1.07 -8.16
H 3.44 3.38 8.97
H 2.00 -2.07 -6.64
H 0.94 4.97 3.32
H 4.20 0.33 -4.01
H 0.29 5.00 1.67
H -0.20 0.32 -9.84
H 6.93 5.24 10.18
H -6.83 -4.03 0.38
H -0.10 -0.92 -11.12
H -2.26 -1.38 -11.23
H -2.83 1.82 -7.31
H -4.16 0.77 2.78
H 0.32 -2.16 7.77
H -0.66 -1.68 1.69
H 8.36 6.10 9.57
H 6.98 7.01 10.24
H -0.88 0.82 8.11
H 1.32 -0.68 7.74
H -1.25 -2.68 -0.12
H 0.28 -4.98 -4.03
H 1.31 -1.77 6.35
H 4.53 3.76 7.62
H -0.70 -3.01 -5.56
H 1.73 -2.21 -3.87
H -3.52 0.60 -11.38
H 1.88 5.73 2.02
H -4.33 1.23 -9.33
H -3.04 2.50 -9.57
H 1.98 -3.52 -5.00
H -2.91 0.09 -7.69
H 5.60 -1.03 -1.45
H -6.61 1.34 3.71
H -0.77 -2.50 -8.89
H 6.22 0.44 -2.25
H 2.83 4.30 7.58
H 6.48 7.27 6.46
H -5.45 -4.98 -0.24
H 0.76 -2.21 2.61
H -1.90 1.27 -11.07
H 4.15 2.39 5.35
H 1.01 -0.27 -7.86
H -6.74 1.65 5.45
H 3.58 -1.14 -3.20
H -7.00 -5.01 -1.08
H -6.79 -7.14 2.60
H -5.99 2.87 4.40
H 1.89 -2.63 0.73
H 2.76 2.34 0.50
H 0.82 -3.19 -7.33
H -3.54 2.29 3.47
H -3.68 -3.47 -4.36
H 2.56 0.31 -3.32
H 8.08 7.38 7.23
H 1.44 3.34 -0.11
H -1.88 -0.66 8.14
H -1.74 -4.67 -2.18
H -0.63 -0.79 -7.23
H -2.18 0.60 6.92
H 2.84 1.20 5.36
H -6.70 -5.37 2.70
H 5.77 0.48 -0.53
H -2.85 0.73 3.97
H 0.90 -2.17 -9.51
H 0.15 -3.86 -0.17
H 1.96 -0.86 0.44
H -0.10 -1.41 -5.04
H 6.70 8.29 7.90
H 3.03 4.07 0.24
H 0.33 -0.13 3.50
H -0.28 0.52 1.99
H 1.52 0.39 2.22
*
```

**LUMO level**: -0.4033 eV
**Kohn-Sham gap**: 8.5816 eV
**E_tot**: -3338.88669 a.u.
**HOMO level**: -8.98 eV

Q: Look up the LUMO level of the first one.
A: -3.6565 eV

Q: Number 2 is which compound?
A: C36H76ClNO11Si2

Q: Among the records above, which one has the lowest Kohn-Sham gap?
A: C36H76Br2ClIN4O12P3

Q: What is the HOMO level in the first record?
A: -10.98 eV